# 1
# C10H19Br15NbO2

A structure of composition C10H19Br15NbO2 in a non-equilibrium geometry (wB97M-V/def2-TZVPD, OMol25).

LUMO   1.33 eV
HOMO-LUMO gap   0.233 hartree
Net charge   -1

Positions of all 47 atoms, in Å:
O -2.71 -0.73 -0.96
C -1.80 -1.49 -1.11
O -0.85 -1.39 -2.06
C 0.39 -0.71 -1.75
C 0.52 -0.17 -0.34
C 1.83 0.63 -0.22
C 1.56 2.12 0.03
Nb 0.62 3.38 -1.58
H -1.71 -2.39 -0.47
H 1.19 -1.46 -1.89
H 0.55 0.07 -2.49
H 0.56 -0.99 0.38
H -0.30 0.51 -0.09
H 2.44 0.21 0.59
H 2.42 0.52 -1.13
H 0.91 2.17 0.91
H 2.49 2.67 0.25
H 1.87 4.73 -1.89
H -0.32 4.48 -0.39
H -0.73 2.13 -1.61
H 1.40 2.46 -2.99
H -0.52 4.03 -2.87
C 0.78 -5.07 -0.19
Br 0.49 -4.77 -2.06
Br 2.63 -4.84 0.29
Br -0.34 -3.94 0.88
H 0.51 -6.09 0.03
C -3.57 4.78 0.44
Br -5.48 5.09 0.44
Br -2.81 5.26 2.15
Br -3.13 3.00 -0.04
H -3.13 5.44 -0.30
C 1.78 0.06 4.28
Br 0.39 -1.04 3.54
Br 3.51 -0.74 4.02
Br 1.72 1.84 3.58
H 1.61 0.11 5.34
C -5.18 1.91 3.04
Br -6.28 2.30 4.57
Br -3.59 0.96 3.53
Br -6.17 0.97 1.69
H -4.87 2.85 2.61
C 4.23 -5.77 -3.11
Br 3.05 -6.99 -4.01
Br 6.07 -6.33 -3.28
Br 3.98 -3.97 -3.70
H 3.98 -5.81 -2.06


# 2
# C10H19Cl12FO4

A structure of composition C10H19Cl12FO4 in a non-equilibrium geometry (wB97M-V/def2-TZVPD, OMol25).

LUMO   0.31 eV
HOMO-LUMO gap   0.402 hartree
Net charge   0

Positions of all 46 atoms, in Å:
C -1.12 -1.93 -2.04
C 0.45 -1.88 -2.50
C 1.42 -1.78 -1.24
F 2.57 -2.62 -1.55
O 1.96 -0.48 -0.93
C 1.14 0.59 -1.32
O 1.63 1.40 -2.16
O -0.19 0.86 -0.87
O -0.97 1.19 -1.95
H -1.46 -3.03 -1.95
H -1.75 -1.46 -2.87
H -1.30 -1.40 -1.02
H 0.64 -2.92 -2.96
H 0.65 -1.14 -3.34
H 0.96 -2.28 -0.30
H -1.83 0.72 -1.78
C -0.77 -1.50 2.30
Cl 0.74 -0.58 2.18
Cl -1.54 -1.67 0.71
H -0.54 -2.49 2.69
H -1.45 -0.98 2.97
C -4.87 0.46 -2.44
Cl -3.52 -0.01 -3.50
Cl -4.63 -0.14 -0.80
H -4.94 1.54 -2.42
H -5.79 0.04 -2.84
C 2.12 3.25 1.21
Cl 1.60 4.94 1.19
Cl 3.42 3.00 2.38
H 1.27 2.63 1.49
H 2.47 2.98 0.22
C 6.49 1.31 4.08
Cl 5.81 0.05 5.12
Cl 5.85 2.90 4.50
H 7.57 1.32 4.20
H 6.23 1.09 3.05
C 1.15 -3.45 5.67
Cl 2.54 -3.01 4.67
Cl -0.33 -3.49 4.70
H 1.33 -4.44 6.09
H 1.04 -2.72 6.46
C -4.68 3.09 -4.99
Cl -6.02 2.71 -3.89
Cl -5.05 2.58 -6.64
H -4.51 4.16 -4.97
H -3.79 2.56 -4.65


# 3
# C10H19F8NOP

A cluster of 2 separate species, C10H19F8NOP in total in a non-equilibrium geometry (wB97M-V/def2-TZVPD, OMol25).

LUMO   -3.69 eV
HOMO-LUMO gap   0.300 hartree
Net charge   +1

Positions of all 40 atoms, in Å:
N 1.70 4.39 1.05
C 1.01 3.18 1.54
C 0.05 2.54 0.45
C 0.90 1.50 -0.40
C 1.19 2.18 -1.79
C 2.47 1.60 -2.52
P 3.01 2.93 -3.75
H 1.12 4.93 0.42
H 2.55 4.14 0.54
H 0.41 3.41 2.45
H 1.79 2.47 1.87
H -0.27 3.36 -0.24
H -0.87 2.09 0.87
H 0.28 0.58 -0.49
H 1.84 1.20 0.12
H 1.38 3.26 -1.59
H 0.26 2.13 -2.40
H 3.27 1.38 -1.78
H 2.19 0.68 -3.09
H 2.95 2.42 -5.08
H 2.09 4.02 -3.72
H 4.30 3.40 -3.39
C -1.47 -4.36 1.94
C -0.25 -3.56 1.42
C -0.11 -2.09 1.87
F -1.13 -1.32 1.47
F 1.01 -1.55 1.31
F -0.21 -3.65 0.08
F 0.86 -4.20 1.88
O -2.62 -4.52 1.09
C -3.62 -3.54 1.04
C -3.73 -2.88 -0.34
F -2.57 -2.31 -0.72
F -4.66 -1.90 -0.31
F -3.46 -2.66 2.04
F -4.78 -4.18 1.29
H -1.10 -5.38 2.05
H -1.76 -4.06 2.95
H -0.01 -2.02 2.95
H -4.01 -3.61 -1.10